Record 1
DFT (the ωB97M-V functional and the def2-TZVPD basis) results for a molecular structure, C47H66AsBN6O3W.

Each line ends with the Löwdin spin population.
Atoms and positions in Å:
W: -8.58 -6.57 -18.92  1.67
C: -7.36 -7.46 -15.54  0.01
C: -6.28 -8.36 -16.17  0.00
C: -4.95 -8.29 -15.39  0.00
C: -6.05 -8.21 -17.67  0.01
C: -4.88 -8.64 -18.22  0.00
C: -5.00 -8.64 -19.59  0.01
C: -3.86 -9.09 -20.50  0.00
C: -3.84 -8.50 -21.88  0.00
C: -3.73 -10.61 -20.43  0.00
N: -6.23 -8.17 -19.86  0.01
N: -6.89 -7.91 -18.69  0.02
B: -6.99 -8.17 -21.22  0.00
N: -7.28 -6.71 -21.69  0.01
N: -7.70 -5.80 -20.74  0.02
C: -7.69 -4.56 -21.31  0.02
C: -7.32 -4.72 -22.62  0.01
C: -7.09 -6.06 -22.84  0.03
C: -6.74 -6.59 -24.24  0.00
C: -7.09 -8.05 -24.50  0.00
C: -5.28 -6.22 -24.56  0.00
C: -7.85 -3.18 -20.71  0.00
C: -9.32 -2.78 -20.54  0.00
C: -7.13 -2.16 -21.61  0.00
N: -8.31 -8.89 -21.01  0.00
N: -9.31 -8.25 -20.30  0.02
C: -10.41 -9.05 -20.42  0.01
C: -10.07 -10.14 -21.16  0.00
C: -8.74 -10.07 -21.50  0.01
C: -8.04 -11.28 -22.08  0.00
C: -6.95 -11.16 -23.18  0.00
C: -7.54 -12.16 -20.89  0.00
C: -11.78 -8.99 -19.77  0.00
C: -11.80 -9.49 -18.32  0.00
C: -12.66 -7.75 -19.99  0.00
H: -7.47 -7.74 -14.52  0.00
H: -8.29 -7.65 -16.03  0.01
H: -7.15 -6.38 -15.60  0.00
H: -6.64 -9.39 -16.12  0.00
H: -4.36 -7.42 -15.61  0.00
H: -4.37 -9.19 -15.55  0.00
H: -5.22 -8.25 -14.34  0.00
H: -4.06 -9.11 -17.73  0.00
H: -2.95 -8.67 -20.04  0.00
H: -4.51 -8.93 -22.59  0.00
H: -2.80 -8.54 -22.28  0.00
H: -4.04 -7.42 -21.84  0.00
H: -4.65 -11.09 -20.78  0.00
H: -3.49 -10.87 -19.40  0.00
H: -2.94 -10.99 -21.07  0.00
H: -6.38 -8.77 -22.05  0.00
H: -7.18 -3.93 -23.32  0.00
H: -7.38 -5.92 -24.81  0.00
H: -6.28 -8.66 -24.14  0.00
H: -7.15 -8.24 -25.58  0.00
H: -8.05 -8.35 -24.02  0.00
H: -4.58 -6.89 -24.04  0.00
H: -5.07 -5.19 -24.26  0.00
H: -5.08 -6.33 -25.65  0.00
H: -7.37 -3.15 -19.71  0.00
H: -9.83 -3.05 -21.46  0.00
H: -9.42 -1.73 -20.36  0.00
H: -9.80 -3.26 -19.67  0.00
H: -7.61 -1.94 -22.56  0.00
H: -6.12 -2.53 -21.81  0.00
H: -7.03 -1.23 -21.07  0.00
H: -10.78 -10.95 -21.38  0.00
H: -8.89 -11.82 -22.52  0.00
H: -6.00 -10.75 -22.84  0.00
H: -7.33 -10.57 -24.03  0.00
H: -6.80 -12.19 -23.50  0.00
H: -6.76 -11.63 -20.34  0.00
H: -7.08 -13.10 -21.27  0.00
H: -8.35 -12.35 -20.19  0.00
H: -12.30 -9.78 -20.35  0.00
H: -11.07 -8.94 -17.71  0.00
H: -11.52 -10.55 -18.27  0.00
H: -12.79 -9.31 -17.91  0.00
H: -12.65 -7.06 -19.16  0.00
H: -13.69 -8.09 -20.05  0.00
H: -12.44 -7.18 -20.88  0.00
O: -10.63 -5.50 -19.38  0.02
H: -11.42 -6.00 -19.63  0.00
H: -10.65 -4.68 -19.91  0.00
O: -8.52 -10.39 -17.05  0.00
H: -8.27 -11.28 -17.34  0.00
H: -9.13 -10.53 -16.34  0.00
C: -6.20 -4.70 -17.30  -0.01
C: -7.42 -5.30 -17.84  0.01
O: -8.39 -4.63 -18.21  0.10
H: -6.42 -4.03 -16.47  0.00
H: -5.89 -4.04 -18.10  0.00
H: -5.38 -5.41 -17.08  0.00
C: -9.33 -3.05 -13.48  0.00
C: -9.29 -4.37 -13.11  0.00
C: -9.50 -5.36 -14.07  0.00
C: -9.79 -5.00 -15.38  0.00
C: -9.91 -3.64 -15.73  0.00
C: -9.66 -2.68 -14.77  0.00
As: -10.33 -6.34 -16.61  0.00
C: -11.06 -7.73 -15.46  0.00
C: -10.41 -8.74 -14.77  0.00
C: -11.09 -9.57 -13.88  0.00
C: -12.47 -9.41 -13.70  0.00
C: -13.14 -8.42 -14.43  0.00
C: -12.44 -7.59 -15.30  0.00
C: -13.05 -6.47 -16.04  0.00
C: -14.39 -6.12 -15.95  0.00
C: -14.95 -5.12 -16.74  0.00
C: -14.10 -4.44 -17.60  0.00
C: -12.74 -4.72 -17.63  0.00
C: -12.21 -5.76 -16.88  0.00
H: -9.12 -2.25 -12.74  0.00
H: -9.05 -4.65 -12.10  0.00
H: -9.41 -6.41 -13.81  0.00
H: -10.17 -3.36 -16.76  0.00
H: -9.71 -1.61 -15.02  0.00
H: -9.34 -8.93 -14.90  0.00
H: -10.54 -10.35 -13.37  0.00
H: -13.00 -10.06 -13.03  0.00
H: -14.20 -8.37 -14.31  0.00
H: -15.03 -6.66 -15.26  0.00
H: -16.00 -4.87 -16.70  0.00
H: -14.47 -3.63 -18.21  0.00
H: -12.04 -4.16 -18.25  0.00

Results
HOMO level (alpha / beta)	-13.047 / -13.047	eV
multiplicity	3
net charge	+2
gap between HOMO and LUMO (alpha / beta)	7.87 / 6.65	eV

Record 2
DFT (the ωB97M-V functional and the def2-TZVPD basis) results for 24 unconnected molecules or ions with the total composition C11H70NO23.

Each line ends with the Mulliken charge.
Atoms and positions in Å:
C: -2.22 0.14 -3.86  -1.87
C: -1.03 -0.28 -3.07  -0.60
C: -0.94 0.15 -1.55  -0.52
C: 0.22 -0.46 -0.80  -1.07
N: 0.23 -0.09 0.64  1.28
C: 1.49 -0.86 1.21  -1.68
C: 0.98 -2.16 1.87  -0.18
C: -0.16 -1.51 2.66  -0.83
C: -0.86 -0.66 1.56  -0.84
C: 0.47 1.42 0.84  -1.02
C: 1.46 1.99 -0.03  0.02
C: 1.63 3.57 0.30  -1.85
H: -2.07 -0.07 -5.07  -0.24
H: -2.42 1.11 -3.69  0.97
H: -2.92 -0.41 -3.46  0.63
H: -0.25 0.14 -3.55  0.74
H: -0.63 -1.41 -3.24  -0.03
H: -1.82 -0.05 -1.12  0.02
H: -0.92 1.18 -1.29  0.60
H: 1.23 -0.38 -1.26  0.36
H: 0.24 -1.54 -0.83  0.82
H: 1.87 -0.35 2.00  0.97
H: 2.21 -1.13 0.49  0.49
H: 1.82 -2.48 2.62  0.25
H: 0.59 -2.84 1.08  0.16
H: 0.28 -1.04 3.52  0.24
H: -0.90 -2.32 2.95  0.44
H: -1.24 0.17 1.97  0.52
H: -1.58 -1.06 0.92  0.43
H: 0.71 1.72 1.86  0.07
H: -0.52 1.74 0.81  1.00
H: 1.12 2.01 -1.17  0.08
H: 2.42 1.40 0.02  0.38
H: 2.62 3.87 -0.37  0.30
H: 1.83 3.86 1.36  0.35
H: 0.91 4.10 0.11  0.78
O: -3.58 1.66 1.09  -0.63
H: -3.94 0.91 0.53  0.34
H: -4.08 2.34 0.72  0.26
O: 1.89 1.27 4.51  -0.48
H: 2.28 2.09 5.03  0.27
H: 1.02 1.49 4.42  0.22
O: -4.07 3.24 -3.82  -0.65
H: -3.39 4.03 -3.75  0.33
H: -4.50 2.95 -2.95  0.30
O: -4.47 -0.42 -0.32  -0.63
H: -5.15 -0.24 -0.92  0.31
H: -4.10 -1.27 -0.81  0.23
O: -1.68 -0.36 -7.94  -0.63
H: -2.21 -0.87 -8.56  0.26
H: -1.64 -1.03 -7.18  0.41
O: -0.13 4.05 3.66  -0.90
H: -0.67 4.72 4.11  0.32
H: 0.88 4.38 3.95  0.36
O: -0.55 6.12 1.61  -0.53
H: -0.33 5.82 2.37  0.24
H: -0.52 7.05 1.91  0.35
O: 4.82 -0.18 3.41  -0.63
H: 5.04 -1.23 3.44  0.33
H: 3.96 -0.12 3.65  0.26
O: -1.91 2.65 -7.33  -0.60
H: -1.72 1.80 -7.20  0.30
H: -1.44 3.39 -7.00  0.30
O: 3.36 -5.08 3.17  -0.64
H: 2.35 -5.21 3.45  0.32
H: 3.74 -5.27 4.11  0.32
O: 3.00 -1.40 -3.11  -0.64
H: 3.00 -2.20 -2.53  0.43
H: 2.58 -1.52 -4.01  0.27
O: -1.51 -4.10 -1.11  -0.59
H: -2.39 -3.58 -0.75  0.34
H: -1.87 -3.74 -1.99  0.27
O: 4.64 -3.51 0.80  -0.61
H: 5.06 -4.36 0.51  0.31
H: 4.00 -3.69 1.48  0.29
O: 0.43 -3.92 -4.51  -0.63
H: 0.90 -3.08 -4.78  0.27
H: -0.42 -3.71 -4.13  0.37
O: -0.81 1.64 4.52  -0.78
H: -1.38 1.97 5.21  0.36
H: -0.66 2.43 4.15  0.37
O: 3.16 -2.79 5.57  -0.51
H: 3.56 -3.15 6.37  0.27
H: 2.74 -3.45 5.14  0.25
O: -2.11 -3.12 -3.60  -0.70
H: -3.08 -3.51 -3.89  0.34
H: -2.41 -2.22 -3.40  0.30
O: 0.41 6.64 -1.00  -0.60
H: 0.31 6.29 -0.08  0.34
H: 1.09 7.29 -0.88  0.31
O: 3.02 4.85 3.74  -0.61
H: 3.46 4.35 4.41  0.30
H: 2.89 5.61 4.27  0.31
O: -3.20 0.62 3.73  -0.60
H: -3.53 0.99 2.96  0.35
H: -2.52 1.05 3.99  0.43
O: 2.83 -3.33 -1.31  -0.63
H: 3.67 -3.11 -1.23  0.25
H: 2.54 -4.31 -1.12  0.30
O: -0.33 -4.31 5.09  -0.47
H: -1.02 -4.77 5.14  0.23
H: 0.05 -4.97 4.50  0.24
O: -3.07 -2.26 -6.59  -0.62
H: -3.24 -2.68 -7.44  0.32
H: -2.94 -3.07 -5.95  0.28

Results
HOMO level	-12.346	eV
net charge	+1
gap between HOMO and LUMO	9.37	eV

Record 3
DFT (the ωB97M-V functional and the def2-TZVPD basis) results for a molecular structure, C17H9F10O4Pd.

Each line ends with the Mulliken charge.
Atoms and positions in Å:
Pd: -0.13 -1.09 1.47  0.68
C: 3.20 4.10 -2.13  -0.82
O: 1.91 4.57 -1.80  -0.45
C: 1.10 3.72 -1.12  1.05
C: -0.20 4.23 -0.85  -0.98
C: -1.07 3.45 -0.17  -0.69
C: -0.75 2.15 0.30  -0.37
C: -1.69 1.43 1.10  1.05
C: -3.15 1.87 1.10  -1.59
O: -1.45 0.46 1.84  -0.57
C: 0.56 1.61 -0.01  0.67
O: 0.95 0.45 0.30  -0.73
C: 1.46 2.47 -0.71  -0.63
H: 3.68 4.90 -2.69  0.23
H: 3.15 3.21 -2.75  0.34
H: 3.79 3.88 -1.23  0.33
H: -0.45 5.23 -1.19  0.40
H: -2.06 3.85 0.05  0.34
H: -3.49 2.11 0.10  0.42
H: -3.28 2.75 1.73  0.38
H: -3.74 1.05 1.51  0.38
H: 2.44 2.05 -0.91  0.39
F: -0.48 -3.41 3.15  -0.26
C: -0.68 -2.07 3.12  0.67
F: -2.01 -1.88 3.43  -0.31
C: 0.10 -1.51 4.32  0.70
F: -0.15 -0.20 4.50  -0.23
F: -0.22 -2.13 5.47  -0.29
F: 1.42 -1.66 4.15  -0.27
F: -0.27 -4.77 -4.38  -0.33
C: -0.09 -4.29 -3.14  0.70
C: -0.54 -3.03 -2.79  -0.37
F: -1.16 -2.28 -3.71  -0.32
C: -0.35 -2.54 -1.51  0.08
F: -0.82 -1.31 -1.25  -0.23
C: 0.30 -3.27 -0.49  0.81
O: 0.51 -2.89 0.72  -0.83
C: 0.73 -4.56 -0.90  0.16
F: 1.36 -5.33 0.00  -0.33
C: 0.55 -5.05 -2.17  0.12
F: 1.00 -6.28 -2.49  -0.32

Results
HOMO level	-4.943	eV
net charge	-1
gap between HOMO and LUMO	7.65	eV

Record 4
DFT (the ωB97M-V functional and the def2-TZVPD basis) results for C3H4N2O2 in the gas phase.

Each line ends with the Mulliken charge.
Atoms and positions in Å:
N: -1.50 0.09 -0.37  -0.37
C: -0.59 -0.18 0.82  -0.35
C: -0.13 1.08 0.33  0.18
O: 1.05 1.04 -0.29  -0.31
C: 1.53 -0.31 -0.16  0.39
O: 2.63 -0.62 -0.54  -0.53
N: 0.52 -1.00 0.43  -0.06
H: -1.18 -0.21 -1.28  0.22
H: -2.48 -0.04 -0.20  0.23
H: -0.56 2.06 0.45  0.40
H: 0.72 -1.91 0.82  0.21

Results
HOMO level	-8.270	eV
gap between HOMO and LUMO	8.91	eV

Record 5
DFT (the ωB97M-V functional and the def2-TZVPD basis) results for 5 unconnected molecules or ions with the total composition C3H14N2O6.

Each line ends with the Mulliken charge.
Atoms and positions in Å:
O: 3.73 -0.37 0.78  -0.44
C: 2.60 -0.39 1.17  0.07
C: 1.51 -0.90 0.21  -0.84
N: 0.29 -0.07 0.24  0.03
C: 0.25 1.22 -0.17  0.31
N: 1.28 1.68 -0.98  -0.47
O: -0.75 1.91 -0.02  -0.60
H: 2.25 -0.08 2.17  0.28
H: 1.90 -0.86 -0.81  0.44
H: 1.26 -1.89 0.57  0.44
H: -0.31 -0.41 0.98  0.30
H: 1.14 2.65 -1.20  0.29
H: 2.20 1.46 -0.66  0.22
H: -0.54 -2.11 -3.62  0.30
H: -0.09 -1.46 -2.26  0.38
O: 0.16 -2.03 -2.98  -0.65
H: -3.38 0.07 0.00  0.26
H: -2.62 1.14 0.89  0.33
O: -3.06 0.29 0.88  -0.60
H: -0.97 1.12 3.43  0.32
H: -0.18 -0.09 3.69  0.29
O: -1.09 0.17 3.48  -0.62
H: -2.40 -0.88 -1.71  0.29
H: -1.29 0.20 -1.78  0.35
O: -1.87 -0.36 -2.31  -0.69

Results
SMILES string	NC(=O)NCC=O.O.O.O.O
HOMO level	-10.284	eV
gap between HOMO and LUMO	10.42	eV

Calculated ΔE to the lowest compared entry with this formula, charge and spin (eV), listed in the same order as above: 0.3332, 3.8751, 0.6858, 4.0798, 0.5614